Density functional theory data (wB97M-V/def2-TZVPD) for a 8-piece molecular cluster, C56H132F18N2O2P6 overall.

Summary:
E_tot: -171924.912 eV
Multiplicity: 2
M: 1393.49 g/mol
Total charge: +3

Each line ends with the Mulliken charge.
Atoms and positions in Å:
C -0.64 -5.25 3.35  -1.40
C -0.21 -4.83 2.04  0.60
C -1.35 -4.31 1.13  -0.79
C -1.89 -2.98 1.59  -0.75
P -2.96 -2.22 0.35  0.25
C -2.04 -2.00 -1.25  -0.52
C -2.75 -0.98 -2.20  -0.02
C -2.16 -0.80 -3.61  -1.18
C -0.64 -0.30 -3.66  -0.57
C -3.84 -0.75 1.05  0.07
C -4.01 -0.58 2.55  -1.52
C -2.99 0.33 3.29  1.37
C -3.32 0.49 4.78  -1.69
C -4.46 -3.35 -0.01  -1.27
C -5.54 -3.77 0.99  -0.65
C -4.98 -4.61 2.15  -0.07
C -5.93 -4.70 3.43  -1.38
H -0.83 -4.36 3.96  0.32
H 0.08 -5.78 3.98  0.41
H -1.61 -5.73 3.24  0.31
H 0.19 -5.67 1.47  -0.21
H 0.62 -4.12 2.01  -0.06
H -2.15 -5.04 1.17  -0.03
H -0.97 -4.21 0.11  0.27
H -1.12 -2.22 1.74  0.89
H -2.40 -3.20 2.53  0.74
H -1.91 -2.99 -1.69  0.83
H -1.12 -1.56 -0.88  -0.02
H -2.83 0.01 -1.75  -0.36
H -3.78 -1.33 -2.33  0.59
H -2.70 -0.07 -4.20  0.44
H -2.18 -1.75 -4.15  0.42
H -0.62 0.65 -3.13  -0.08
H -0.30 -0.24 -4.70  0.50
H 0.10 -0.85 -3.09  0.13
H -4.85 -0.94 0.71  0.97
H -3.34 0.09 0.57  -0.63
H -4.04 -1.58 2.99  0.44
H -5.04 -0.30 2.76  0.79
H -3.09 1.27 2.76  -0.83
H -1.99 -0.07 3.13  0.14
H -2.59 1.01 5.40  0.40
H -3.69 -0.42 5.26  0.38
H -4.26 1.03 4.86  0.38
H -4.17 -4.33 -0.39  0.71
H -4.99 -2.98 -0.88  0.47
H -6.30 -4.46 0.62  0.52
H -6.01 -2.83 1.26  0.21
H -4.17 -4.11 2.68  -0.06
H -4.55 -5.53 1.76  0.44
H -5.49 -5.34 4.20  0.38
H -6.83 -5.20 3.08  0.41
H -6.21 -3.72 3.80  0.30
C 2.79 -2.26 -0.05  -1.11
C 2.27 -3.43 -0.98  0.28
C 2.91 -4.84 -0.58  -0.30
C 2.22 -5.90 -1.38  -1.43
P 2.96 -7.62 -1.34  0.78
C 2.13 -8.51 -2.62  -1.19
C 2.62 -9.90 -2.87  -0.83
C 1.65 -10.73 -3.73  -0.82
C 0.78 -9.99 -4.87  -1.01
C 4.74 -7.70 -1.86  -1.44
C 5.06 -6.78 -3.06  -0.58
C 6.55 -6.35 -2.99  -0.63
C 6.73 -5.05 -3.83  -1.29
C 2.63 -8.38 0.31  -0.62
C 3.49 -7.85 1.41  -0.18
C 3.19 -8.37 2.83  -0.96
C 3.99 -9.69 3.19  -1.28
H 3.84 -1.99 -0.12  0.39
H 2.71 -2.69 0.95  0.45
H 2.32 -1.28 -0.12  -0.13
H 2.38 -3.33 -2.05  0.61
H 1.19 -3.52 -0.80  -0.36
H 2.81 -5.14 0.46  0.05
H 3.98 -4.77 -0.75  0.42
H 2.11 -5.57 -2.41  0.68
H 1.18 -6.04 -1.08  0.49
H 2.18 -7.81 -3.46  0.71
H 1.08 -8.55 -2.36  0.71
H 2.81 -10.41 -1.92  0.28
H 3.51 -9.87 -3.49  0.31
H 1.11 -11.30 -2.97  0.39
H 2.35 -11.51 -4.02  0.44
H 0.03 -9.29 -4.50  0.22
H 0.19 -10.66 -5.50  0.38
H 1.65 -9.53 -5.33  0.31
H 5.23 -8.66 -1.96  0.77
H 5.39 -7.38 -1.05  0.71
H 4.34 -5.97 -2.96  0.31
H 4.89 -7.42 -3.93  0.36
H 7.26 -7.06 -3.40  0.41
H 6.99 -6.11 -2.03  0.39
H 7.78 -4.77 -3.83  0.40
H 6.09 -4.18 -3.66  0.28
H 6.56 -5.29 -4.88  0.35
H 2.65 -9.47 0.24  0.51
H 1.58 -8.13 0.43  0.45
H 3.43 -6.76 1.43  0.01
H 4.53 -8.02 1.16  0.40
H 2.16 -8.60 3.14  0.34
H 3.47 -7.57 3.50  0.48
H 5.04 -9.61 2.91  0.34
H 3.46 -10.57 2.82  0.33
H 4.02 -9.62 4.28  0.39
C -4.66 4.51 3.82  -1.12
C -3.17 4.93 3.74  -0.53
C -2.72 5.15 2.24  0.25
C -3.46 6.17 1.33  -0.79
P -3.20 5.92 -0.55  -0.18
C -3.25 4.14 -1.08  0.19
C -4.64 3.40 -1.08  -1.43
C -5.18 3.23 0.45  1.78
C -6.48 2.52 0.53  -1.52
C -4.60 6.96 -1.35  -1.33
C -4.73 8.38 -0.83  -0.44
C -5.16 9.39 -1.88  -0.97
C -4.11 9.87 -2.92  -1.11
C -1.60 6.63 -1.06  0.05
C -1.43 6.48 -2.53  -0.36
C -0.32 7.33 -3.03  0.30
C -0.42 7.56 -4.44  -1.80
H -4.82 3.45 3.58  0.07
H -5.33 5.05 3.15  0.32
H -5.01 4.74 4.82  0.46
H -2.52 4.24 4.27  0.16
H -3.11 5.92 4.19  0.48
H -2.64 4.17 1.78  -0.80
H -1.65 5.37 2.16  0.40
H -3.11 7.20 1.46  0.81
H -4.54 6.27 1.45  0.57
H -2.54 3.53 -0.53  -0.81
H -2.90 4.33 -2.10  0.76
H -4.39 2.49 -1.64  0.47
H -5.26 3.95 -1.78  0.57
H -5.27 4.16 1.03  -0.10
H -4.66 2.52 1.09  -1.03
H -6.70 2.00 -0.40  0.36
H -7.29 3.23 0.67  0.39
H -6.44 1.71 1.26  0.25
H -5.52 6.40 -1.17  0.70
H -4.42 7.00 -2.42  0.66
H -3.77 8.73 -0.45  0.30
H -5.44 8.10 -0.05  0.39
H -5.60 10.24 -1.36  0.44
H -5.99 8.93 -2.42  0.39
H -3.84 9.06 -3.60  0.28
H -3.36 10.45 -2.39  0.31
H -4.65 10.52 -3.61  0.42
H -0.81 6.07 -0.56  -0.14
H -1.72 7.66 -0.72  0.99
H -2.31 6.74 -3.12  0.46
H -1.14 5.48 -2.85  -0.20
H 0.69 6.91 -2.95  -0.16
H -0.19 8.32 -2.60  0.46
H -0.73 6.75 -5.11  0.31
H 0.52 7.95 -4.82  0.51
H -0.96 8.41 -4.84  0.35
C 0.89 3.85 3.74  -1.30
C 2.14 4.73 4.06  0.39
C 2.82 4.38 5.36  -1.03
O 4.15 4.98 5.56  -0.36
C 4.02 6.38 5.84  -0.70
N 3.21 4.43 2.97  0.67
H 4.17 4.46 3.29  0.53
H 3.06 3.47 2.71  -0.16
H 3.15 5.06 2.19  -0.30
H 1.14 2.79 3.80  0.32
H 0.47 4.11 2.77  0.16
H 0.15 4.02 4.52  0.53
H 1.98 5.81 4.11  0.29
H 2.80 3.30 5.50  0.43
H 2.17 4.56 6.21  0.52
H 3.36 6.47 6.71  0.35
H 3.70 7.00 5.00  0.26
H 5.01 6.71 6.14  0.26
C 4.28 0.39 -2.30  -1.21
C 3.84 1.83 -2.53  0.14
C 2.76 2.09 -3.69  -0.47
O 2.63 3.53 -3.93  0.05
C 1.53 3.78 -4.88  -0.53
N 3.19 2.38 -1.26  1.23
H 2.65 1.71 -0.74  -0.35
H 3.84 2.59 -0.52  -0.04
H 2.69 3.25 -1.39  -0.05
H 3.42 -0.25 -2.07  0.06
H 4.98 0.37 -1.47  0.30
H 4.64 -0.09 -3.21  0.51
H 4.71 2.49 -2.47  0.57
H 1.85 1.60 -3.34  0.20
H 3.06 1.74 -4.68  0.66
H 1.52 4.71 -5.44  0.31
H 0.57 3.63 -4.37  0.27
H 1.51 3.08 -5.72  0.41
P 5.64 1.55 1.96  1.43
F 5.12 2.13 3.45  -0.37
F 5.61 -0.09 2.39  -0.39
F 4.13 1.56 1.34  -0.62
F 6.23 1.26 0.45  -0.40
F 5.51 3.12 1.56  -0.33
F 7.14 1.81 2.52  -0.33
P 3.14 6.02 0.02  1.35
F 4.47 6.78 -0.64  -0.41
F 4.08 4.73 0.30  -0.33
F 3.66 6.65 1.38  -0.35
F 1.75 5.33 0.57  -0.35
F 2.29 7.35 -0.26  -0.36
F 2.81 5.30 -1.40  -0.46
P -0.19 1.43 0.57  1.94
F 0.36 2.86 0.01  -0.33
F 1.22 1.33 1.44  -0.51
F -1.12 2.09 1.76  -0.29
F -0.59 -0.10 1.13  -0.54
F -1.50 1.54 -0.35  -0.56
F 0.59 0.62 -0.64  -0.51